[1]
C11H74NO25 | ωB97M-V/def2-TZVPD

net charge: +1

```
111
Properties=species:S:1:pos:R:3:forces:R:3:lowdin_charge:R:1
C 0.2861 -2.3099 3.0854 8.47 1.33 0.62 -0.06
C 1.1713 -1.1074 2.8046 -0.44 2.37 -0.64 -0.20
C 0.6692 -0.1406 1.6781 8.23 2.78 -0.98 -0.11
C 1.2891 -0.4675 0.2202 2.89 1.95 2.08 -0.07
N 0.6555 0.3455 -0.8833 -2.05 -2.88 -0.33 -0.20
C -0.7917 -0.1144 -1.1205 -0.13 -1.42 1.05 -0.12
C -0.7028 -1.4713 -1.6891 -0.75 -1.15 -6.69 -0.12
C 0.5624 -1.4354 -2.6390 -1.00 2.38 2.40 -0.08
C 1.1983 -0.0965 -2.2152 0.18 1.28 -1.92 -0.08
C 0.6308 1.8350 -0.7184 2.89 -1.31 6.25 -0.06
C 2.1254 2.3546 -0.3885 -1.12 0.09 -3.15 -0.20
C 2.2425 3.8547 -0.4878 -2.16 1.36 0.51 -0.11
H 0.0253 -2.7250 2.2368 0.16 -3.72 -4.44 0.04
H -0.5912 -2.2476 3.3767 -8.43 2.74 3.45 -0.04
H 0.7251 -2.8164 3.9336 0.62 -1.24 -0.54 0.10
H 2.2228 -1.3194 2.4245 -1.05 -0.24 1.55 0.13
H 1.0580 -0.4609 3.7109 1.15 -0.51 -0.60 0.10
H 1.0689 1.0853 1.8561 -1.03 -3.69 0.01 0.16
H -0.2872 -0.0455 1.7340 -6.24 0.34 -0.39 0.00
H 1.5101 -1.5422 0.2065 -1.51 -0.12 -1.35 0.11
H 2.4687 -0.1544 0.0318 -2.80 -0.18 1.33 0.17
H -1.4706 0.5853 -1.5301 0.37 1.14 -1.92 0.11
H -1.4221 -0.2642 -0.3086 -0.08 0.09 3.06 0.09
H -1.5016 -1.7876 -2.5683 1.15 1.31 2.79 0.16
H -0.6053 -2.3790 -1.1842 -0.26 -0.74 2.14 0.07
H 0.1938 -1.4772 -3.6205 0.20 0.34 -1.51 0.08
H 1.1625 -2.2448 -2.4246 1.53 -1.72 0.21 0.06
H 0.8098 0.7458 -2.7884 -0.12 -0.35 -0.87 0.13
H 2.2732 0.0323 -2.3696 0.04 -0.42 0.85 0.13
H -0.0034 2.0109 0.2306 0.94 -0.25 -1.34 0.13
H 0.0492 2.1709 -1.4796 -0.76 1.55 -2.73 0.08
H 2.7672 2.1358 -1.2749 -0.38 -1.10 0.70 0.11
H 2.6334 2.0410 0.5481 -0.94 -0.24 -0.57 0.12
H 3.3092 3.9537 -0.5315 0.45 1.23 0.43 0.07
H 1.7103 4.2717 0.4078 1.12 0.23 -0.50 0.07
H 1.7570 4.4103 -1.3676 0.77 -1.40 0.90 0.10
O 1.5997 -4.3352 0.0769 -0.25 -5.40 1.36 -0.05
H 2.1534 -3.7122 -0.2962 2.28 1.75 -1.41 -0.03
H 2.1386 -5.2639 0.0731 -1.64 3.62 0.11 0.18
O 0.3091 3.3052 -4.2555 2.50 -4.96 -4.31 0.00
H -0.4116 2.7945 -4.6793 0.91 0.05 -0.06 0.06
H -0.1719 3.8361 -3.7651 -3.25 4.61 4.37 -0.12
O 0.4240 6.8547 -0.7671 -0.49 -0.11 0.69 -0.04
H -0.0469 6.1352 -1.2011 -0.38 -0.15 -0.30 -0.02
H 1.1474 6.9913 -1.3603 0.91 0.39 -0.38 0.05
O -2.3233 -4.3751 4.1300 -0.75 -0.04 -1.11 0.00
H -2.4497 -4.2264 5.0357 -2.72 0.17 2.62 0.01
H -1.4325 -4.2733 4.3642 3.47 -0.12 -1.49 0.00
O 1.7195 -4.7933 -3.6998 -0.33 -0.65 -0.80 -0.07
H 1.0389 -4.9589 -3.0345 0.07 0.21 -0.49 -0.04
H 2.3061 -4.1563 -3.3070 0.36 0.39 0.16 -0.05
O -2.3754 -4.4949 -0.3961 -3.86 0.31 -0.23 -0.06
H -3.2070 -4.6979 -0.9592 2.45 0.24 1.17 0.12
H -1.6194 -4.8555 -0.8197 1.17 -0.50 -1.13 -0.03
O 2.9651 1.5770 3.9717 0.45 -1.00 -1.75 -0.02
H 2.2284 2.1452 3.7978 -0.84 0.73 -0.22 -0.01
H 3.1313 1.6042 4.8839 0.40 0.30 1.98 0.02
O 0.8687 3.5082 2.8971 6.68 1.90 -4.52 -0.01
H 1.2876 4.4277 3.1417 0.19 -1.95 -1.90 0.13
H 0.3177 3.6823 3.5229 -6.92 0.17 6.32 -0.07
O -1.7174 -0.9276 -5.0888 -0.36 -0.62 0.92 -0.08
H -2.4570 -0.9996 -4.4134 0.88 1.11 -1.40 0.01
H -1.6284 -0.0307 -5.4381 -0.53 -0.27 0.43 0.04
O -3.2797 2.2879 -3.3513 0.68 -2.28 1.52 -0.02
H -3.1350 2.3848 -2.3895 -0.05 -1.37 0.19 0.01
H -3.3426 3.1871 -3.4436 -0.67 3.76 -1.87 0.00
O 2.9342 -1.2485 5.5717 -1.37 -0.77 1.11 -0.05
H 2.0553 -1.3539 6.0269 1.35 0.06 -0.50 0.08
H 2.7718 -0.5187 4.9874 -0.03 0.75 -0.72 -0.03
O 3.5835 -3.4859 -2.3833 -7.14 6.77 4.57 0.01
H 3.9370 -2.6470 -1.9240 -0.72 -1.36 -1.26 0.07
H 4.2763 -3.8879 -2.6269 8.26 -5.19 -3.06 -0.06
O -1.4081 -0.1500 5.6546 1.26 0.59 -4.56 -0.08
H -1.5985 -0.3656 4.6359 1.44 1.20 2.42 0.05
H -2.1165 -0.6824 5.8696 -2.51 -1.84 2.21 -0.03
O 0.4158 6.6934 2.0791 0.00 -2.39 1.12 -0.04
H 0.3294 6.5258 1.1454 0.15 0.78 -0.84 -0.03
H 0.4600 7.6043 2.2682 0.02 1.61 -0.17 0.02
O -3.4654 1.7115 -0.6858 -3.23 -1.44 2.16 -0.10
H -3.4652 1.9501 0.2807 0.97 0.40 -1.06 0.04
H -4.3710 1.2178 -0.6025 2.22 1.11 -1.12 0.13
O -0.8129 4.9471 -2.3382 -1.93 -0.97 1.35 -0.10
H -1.4644 5.4269 -2.8754 0.26 0.05 0.21 0.08
H -1.3735 4.5264 -1.5724 1.35 1.02 -1.34 0.08
O -1.5575 4.3514 0.2713 0.56 1.58 -1.34 -0.02
H -0.6747 4.4967 0.6253 0.05 0.00 0.24 0.03
H -1.8893 3.5859 0.6929 -0.47 -1.47 0.81 -0.03
O -2.5706 -0.4233 3.0805 -2.13 -1.43 -2.13 -0.10
H -3.4480 -0.3178 3.4992 0.56 0.19 0.18 0.08
H -2.8630 -1.0929 2.3353 1.36 1.09 1.44 0.09
O -3.1340 -2.2506 0.7844 -2.51 13.28 8.17 0.12
H -3.9767 -2.5389 0.7934 -5.12 -0.79 0.74 0.02
H -2.8418 -2.8555 0.3575 7.63 -12.04 -8.52 -0.16
O -3.3116 -3.7716 -4.5265 0.13 -0.90 -0.47 -0.08
H -2.7903 -3.0590 -4.1294 0.28 -0.62 -0.73 -0.01
H -2.7883 -4.3239 -5.1707 -0.41 1.41 1.23 0.08
O 4.1247 -3.3024 3.6167 -0.90 1.66 0.26 -0.09
H 4.6047 -2.4539 3.6571 0.46 -0.70 -0.11 0.03
H 3.2870 -2.9171 3.9713 0.50 -0.95 -0.10 0.01
O -0.0936 -5.0950 -1.8429 -3.71 0.75 -2.46 0.01
H 0.5636 -4.9099 -1.2515 2.96 0.62 3.14 -0.05
H -0.2282 -6.0113 -1.9429 0.01 -1.81 -0.06 0.08
O -3.9634 -0.4216 -3.4117 2.86 4.95 -12.39 0.05
H -4.0969 0.5807 -3.4436 0.55 -1.66 -0.55 0.08
H -4.1628 -0.5879 -2.6454 -3.36 -3.50 12.98 -0.12
O 4.7346 -1.0147 -1.8841 -0.33 -0.09 -0.04 -0.04
H 5.5606 -1.0946 -2.3755 0.03 0.11 0.13 0.08
H 4.9547 -0.8100 -0.9740 0.37 0.15 0.15 0.06
O -2.2713 2.2059 1.7633 -0.67 -1.60 0.00 -0.06
H -2.5463 1.2670 1.9568 0.77 0.75 -0.01 0.05
H -2.5462 2.6547 2.5569 -0.08 0.52 0.62 0.08
```
Positions in Å, forces in eV/Å.

---

[2]
C11H78NO27 | ωB97M-V/def2-TZVPD

net charge: +1

```
117
Properties=species:S:1:pos:R:3:forces:R:3:lowdin_charge:R:1
C 30.0190 15.5210 23.8140 0.93 -2.29 1.19 -0.09
C 30.6180 15.1300 25.2600 1.76 -0.83 -2.17 -0.19
C 30.7400 16.4000 26.1440 1.60 -0.17 -2.40 -0.17
C 31.5010 16.1410 27.4380 -8.68 0.01 2.67 -0.02
N 31.4850 17.2690 28.5880 -1.01 0.35 -2.91 -0.18
C 32.5040 18.2480 28.1040 1.49 2.41 -1.32 -0.09
C 33.7680 17.9070 28.9420 0.71 3.32 -2.63 -0.14
C 33.4530 16.6260 29.5310 -1.04 -0.83 3.76 -0.15
C 31.9580 16.5450 29.7540 -0.24 1.34 1.11 -0.12
C 30.1660 17.9270 28.7820 -1.53 -2.38 -2.59 -0.13
C 29.0310 17.0110 29.2860 0.55 0.99 0.97 -0.20
C 27.6560 17.6940 29.0660 0.56 0.33 1.06 -0.07
H 29.0200 15.7430 23.8770 -2.73 0.94 0.69 0.01
H 29.9500 14.5730 23.2940 0.38 -0.33 -0.37 0.05
H 30.4010 16.2260 23.0890 1.11 0.40 0.50 0.07
H 31.6690 14.6550 24.9500 -1.77 1.20 1.21 0.13
H 30.1050 14.2410 25.6800 -0.20 0.79 -0.19 0.11
H 29.7750 16.8590 26.2320 -0.54 0.13 0.33 0.10
H 31.3030 16.9620 25.3150 -0.36 0.40 2.04 0.12
H 32.4040 15.8840 27.2060 5.62 -1.40 -0.70 0.06
H 30.8950 15.2590 28.0060 1.72 1.81 -1.63 0.17
H 32.3570 19.3430 28.3420 -1.07 -1.36 0.01 0.12
H 32.5910 18.3280 26.9510 -0.23 -0.87 1.88 0.15
H 33.8790 18.9030 29.4940 0.48 -2.15 0.24 0.12
H 34.6500 17.7700 28.2660 -0.61 0.46 0.68 0.14
H 33.8160 16.5890 30.5710 0.94 -1.11 -0.89 0.11
H 33.6370 15.8850 28.8050 1.31 -1.41 -0.03 0.11
H 31.5930 17.0790 30.6490 0.42 0.04 -0.23 0.15
H 31.4540 15.5890 29.7660 0.50 -0.40 0.16 0.10
H 29.8970 18.2160 27.7790 -0.32 -0.45 -0.94 0.09
H 30.1270 18.9320 29.0760 1.04 0.99 2.07 0.09
H 29.1510 16.8360 30.3640 -0.06 0.48 0.09 0.10
H 29.0870 15.9710 28.9730 -0.08 0.11 -1.00 0.10
H 27.6240 18.6410 29.7240 -0.13 -1.44 -0.93 0.09
H 26.9740 16.9260 29.5200 -0.15 1.19 -0.94 0.08
H 27.4920 18.0350 28.0020 -0.12 -0.84 1.09 0.07
O 34.3400 18.8580 24.0620 -2.90 -1.96 -0.10 -0.15
H 33.5400 18.1080 24.0520 4.16 2.55 0.24 0.09
H 35.1970 18.4800 24.3320 -1.00 -0.38 -0.12 0.02
O 31.7560 13.8660 31.9050 -4.60 0.57 -3.31 -0.09
H 32.4080 13.8470 32.5660 -0.13 0.32 2.26 0.01
H 30.6900 14.0530 31.8870 4.54 -0.83 1.30 0.16
O 26.8610 16.7430 32.1690 -1.40 -6.58 -0.17 0.03
H 26.6040 17.5810 32.1840 -0.53 5.85 -0.10 -0.10
H 27.7420 16.4800 32.1870 2.11 0.38 0.18 0.00
O 26.7170 15.1140 26.0340 2.66 -1.76 -2.10 -0.01
H 26.1500 15.2030 26.7280 -2.42 0.33 3.02 -0.02
H 26.6400 15.8910 25.5160 -0.15 1.27 -0.81 -0.05
O 36.7680 15.4040 31.1580 -5.77 -3.60 2.44 -0.10
H 35.7670 15.6220 31.5530 4.18 -0.83 -1.38 0.08
H 37.1160 16.2060 30.9770 1.78 4.21 -1.15 -0.10
O 28.1400 12.3750 22.3520 -3.21 -2.68 2.81 -0.14
H 27.6640 13.2240 22.3360 0.15 -0.37 0.09 0.04
H 27.4240 11.7070 22.9400 3.12 3.01 -2.73 0.20
O 33.6820 16.0730 23.8840 -0.19 0.78 0.81 -0.09
H 34.3880 15.7190 23.3010 -1.82 -0.10 -0.08 0.10
H 32.7110 15.9530 23.7590 1.73 -0.83 -0.99 0.03
O 34.3250 21.1210 28.3160 1.88 0.30 -2.37 -0.02
H 35.1320 21.2620 28.8090 0.31 -0.07 -0.12 0.01
H 33.7180 21.0210 28.9910 -2.47 -0.13 2.26 -0.07
O 32.8460 12.7400 29.7720 2.53 -1.49 -5.45 0.01
H 33.7470 12.9590 29.9740 0.82 0.08 -0.19 0.05
H 32.4160 12.9240 30.5150 -3.32 1.31 5.09 -0.10
O 26.5560 17.4540 24.5010 0.45 0.89 -0.59 -0.06
H 25.7510 17.6280 23.9800 0.57 -0.13 0.07 0.09
H 27.3320 17.7790 23.9850 -1.03 -0.46 0.35 0.08
O 30.3240 19.9220 32.6780 -0.47 1.47 -1.50 -0.18
H 30.3050 20.7740 33.2360 -0.08 -1.85 -1.93 0.07
H 30.1230 20.0740 31.6350 0.54 0.09 3.85 0.04
O 31.1070 19.8980 25.5930 8.89 0.39 9.62 0.11
H 30.4760 20.0280 26.2320 -2.33 0.61 2.61 -0.04
H 30.7150 19.8320 24.8910 -6.48 -1.08 -12.39 -0.11
O 34.5870 15.9680 32.8640 1.29 2.49 -2.63 0.00
H 33.9790 16.7030 32.7250 -0.13 -0.35 0.48 0.07
H 34.2730 15.3640 33.4610 -1.42 -2.01 2.42 0.01
O 35.1150 15.0020 26.0000 3.90 -2.05 5.07 0.01
H 34.7610 15.5860 25.4590 -2.88 3.79 -4.09 -0.10
H 34.8160 14.1360 25.8330 -1.02 -1.36 -0.66 -0.03
O 32.7750 12.3580 22.7840 3.21 -0.85 -0.56 0.01
H 31.9600 12.3230 23.1790 -3.55 -0.88 1.79 -0.07
H 32.7310 13.1600 22.3120 0.52 1.65 -1.04 -0.02
O 33.7160 12.6960 25.6080 3.49 0.01 5.11 -0.01
H 33.3280 12.4800 24.8410 -1.98 -1.36 -5.17 -0.05
H 34.4020 11.9950 25.8020 -1.29 1.03 -0.44 0.13
O 26.6220 20.0060 26.3300 0.65 3.18 -0.60 -0.05
H 26.7190 20.8200 25.7340 -0.44 -1.38 1.36 0.11
H 26.5150 19.3410 25.6750 -0.17 -1.68 -0.77 -0.01
O 29.7270 20.9700 30.2640 2.60 -1.92 -2.25 -0.01
H 29.3840 20.8170 29.3690 0.35 -0.39 -0.31 0.04
H 29.0620 21.4470 30.6280 -3.20 2.49 2.29 0.03
O 31.5400 11.8870 27.0550 -6.29 -1.92 -0.28 0.04
H 32.1220 12.2070 26.4730 4.00 1.99 -2.96 -0.08
H 31.8560 11.8450 27.8940 2.06 -0.03 3.69 -0.04
O 29.6330 13.2470 29.6250 -0.66 2.06 2.16 0.00
H 29.1150 12.4760 29.5800 -0.87 -1.52 -0.28 0.03
H 30.2660 13.2250 28.9550 1.65 -0.47 -1.86 -0.03
O 26.1300 19.3530 31.9550 0.81 0.12 -0.27 -0.03
H 25.2030 19.2770 31.7780 -0.91 0.01 -0.12 0.05
H 26.2140 19.4480 32.9010 -0.05 0.24 0.50 0.06
O 29.1520 20.6630 27.4290 -5.21 -14.29 -1.05 0.05
H 28.1840 20.5090 27.1360 1.79 0.30 0.52 0.09
H 29.3520 21.4400 27.4930 3.25 14.07 0.71 -0.09
O 32.3630 14.9590 21.4930 -0.01 1.99 -0.88 -0.10
H 31.6200 14.5450 21.0100 0.57 0.72 0.03 0.07
H 32.5280 15.9060 21.1310 -0.65 -2.66 0.65 0.11
O 32.5630 21.1220 30.5800 -3.87 -2.37 -4.45 0.00
H 31.6030 21.2190 30.7520 1.25 0.33 0.47 0.03
H 33.1740 21.4170 31.1450 2.76 1.99 3.91 -0.02
O 30.4650 11.5290 23.9980 -3.03 2.69 -4.21 -0.10
H 29.5700 12.0010 23.4920 3.52 -1.92 1.77 0.12
H 30.1330 11.3190 24.8320 -0.66 -0.59 2.46 -0.02
O 37.4730 17.8480 29.7590 0.41 -1.46 2.47 0.02
H 37.6570 17.8750 28.8700 1.31 -0.96 -3.52 0.02
H 37.0050 18.6400 29.7630 -1.71 2.47 0.95 -0.03
O 36.2900 20.4640 30.2820 -2.00 0.95 -4.00 0.03
H 36.6180 20.2270 31.0640 1.26 -2.54 5.67 -0.01
H 36.9420 21.1260 30.1660 0.97 1.69 -1.37 0.07
```
Positions in Å, forces in eV/Å.

---

ΔE to the lowest compared entry with this formula, charge and spin: 369.2; 232.8 (kJ/mol)
HOMO level: -0.44245; -0.42418 (Eh)
Frontier orbital gap: 9.29; 8.84 (eV)